Density functional theory data (wB97M-V/def2-TZVPD) for a cluster of 8 separate species, C35H56N8O6 in total in a non-equilibrium geometry.

Cartesian coordinates (Å):
C -5.721 -0.072 -0.217
C -4.571 -0.717 -1.027
C -3.196 -0.211 -0.578
O -2.440 0.404 -1.674
C -1.509 -0.370 -2.171
C -0.547 -1.092 -1.587
O -0.314 -1.201 -0.249
N 0.978 -0.535 0.068
O 1.731 -1.280 0.509
C 0.242 -1.799 -2.599
O 1.255 -2.414 -2.520
O -0.432 -1.621 -3.819
C -1.307 -0.575 -3.658
O -1.738 0.083 -4.552
H -6.224 -0.829 0.376
H -6.459 0.373 -0.879
H -5.373 0.684 0.473
H -4.594 -1.779 -0.817
H -4.721 -0.617 -2.098
H -3.287 0.538 0.200
H -2.653 -1.033 -0.125
C 0.008 2.406 2.944
C -0.023 1.558 4.213
C -0.692 0.198 4.008
C -2.082 0.350 3.570
N -3.168 0.482 3.226
H -0.999 2.643 2.594
H 0.521 3.350 3.126
H 0.535 1.886 2.140
H -0.548 2.105 4.998
H 0.989 1.393 4.564
H -0.677 -0.370 4.937
H -0.161 -0.382 3.250
C 2.757 -1.885 -7.339
C 1.763 -1.216 -6.398
C 1.007 -0.054 -7.053
C 1.938 0.995 -7.477
N 2.687 1.801 -7.801
H 3.537 -1.190 -7.654
H 3.245 -2.723 -6.843
H 2.259 -2.265 -8.232
H 2.288 -0.855 -5.511
H 1.036 -1.952 -6.054
H 0.299 0.381 -6.347
H 0.446 -0.398 -7.922
C -1.495 -5.356 -2.338
C -0.672 -5.307 -1.055
C -1.527 -5.437 0.212
C -2.499 -4.346 0.302
N -3.249 -3.480 0.334
H -2.201 -4.526 -2.390
H -0.845 -5.291 -3.210
H -2.060 -6.287 -2.408
H -0.112 -4.371 -1.017
H 0.061 -6.115 -1.060
H -0.898 -5.407 1.101
H -2.072 -6.382 0.218
C 4.881 2.003 6.168
C 4.852 1.162 7.439
C 4.189 -0.204 7.229
C 2.800 -0.036 6.796
N 1.717 0.125 6.456
H 3.874 2.230 5.815
H 5.386 2.951 6.350
H 5.416 1.485 5.370
H 4.320 1.706 8.222
H 5.871 1.004 7.788
H 4.199 -0.782 8.153
H 4.726 -0.773 6.468
C -7.607 4.335 -2.335
C -6.178 4.853 -2.457
C -5.135 3.832 -1.994
C -5.323 3.479 -0.588
N -5.475 3.205 0.513
H -7.866 4.120 -1.297
H -8.316 5.077 -2.704
H -7.744 3.421 -2.917
H -6.071 5.769 -1.874
H -5.968 5.110 -3.495
H -4.129 4.230 -2.113
H -5.203 2.918 -2.588
C -0.906 3.566 -6.518
C -0.002 4.515 -5.737
C -0.436 4.702 -4.283
C -1.781 5.267 -4.201
N -2.837 5.709 -4.153
H -1.926 3.946 -6.590
H -0.530 3.438 -7.533
H -0.941 2.583 -6.041
H 0.024 5.486 -6.233
H 1.018 4.126 -5.744
H 0.246 5.373 -3.760
H -0.434 3.746 -3.756
C 5.572 -4.055 7.357
C 6.886 -4.262 6.614
C 8.056 -3.495 7.241
C 7.822 -2.048 7.233
N 7.652 -0.914 7.232
H 5.264 -3.010 7.335
H 4.776 -4.641 6.899
H 5.657 -4.362 8.401
H 6.770 -3.956 5.573
H 7.135 -5.324 6.609
H 8.977 -3.688 6.692
H 8.209 -3.810 8.274

Forces on atoms 1 to 3 (eV/Å):
C 0.0 -0.4 -0.4
C -0.1 0.2 0.6
C -0.6 -0.1 0.5

Computed properties:
- SMILES = CCCOC1=C(ON=O)C(=O)OC1=O.CCCC#N.CCCC#N.CCCC#N.CCCC#N.CCCC#N.CCCC#N.CCCC#N
- HOMO-LUMO gap (eV) = 8.68
- total charge = 0
- F_max (Eh/bohr) = 0.020
- LUMO energy (eV) = -1.2



Density functional theory data (wB97M-V/def2-TZVPD) for a structure of composition C6H8O6Tl in a non-equilibrium geometry.

Cartesian coordinates (Å):
O -0.101 1.458 0.300
Tl -1.722 0.592 -0.562
O -2.112 2.223 0.463
C -0.927 2.440 0.880
O -0.476 3.284 1.615
C 1.299 1.402 0.614
C 2.012 0.594 -0.407
H 1.674 2.438 0.641
H 1.416 0.980 1.621
H 1.736 0.742 -1.454
H 3.087 0.487 -0.255
O 0.576 -2.571 -1.532
C -0.198 -1.825 -0.787
C 1.885 -2.589 -0.893
O -1.039 -1.047 -1.224
O 0.157 -1.898 0.470
C 1.358 -2.705 0.553
H 3.008 -2.100 -0.539
H 2.007 -2.246 1.305
H 1.111 -3.720 0.883
H 2.403 -2.372 -1.839

Forces on atoms 1 to 3 (eV/Å):
O 2.0 0.6 0.7
Tl -3.4 0.0 -0.5
O -3.0 0.3 -0.6

Computed properties:
- energy relative to the best compared isomer or geometry (same formula, charge and spin) (kJ/mol) = 998.4
- HOMO-LUMO gap (spin up / spin down) (eV) = 5.21 / 5.90
- 2S+1 = 2
- total charge = +2
- F_max (Eh/bohr) = 0.130
- LUMO energy (spin up / spin down) (eV) = -11.2 / -11.2
- <S²> = 0.9595



Density functional theory data (wB97M-V/def2-TZVPD) for a structure of composition C19H28IO2Yb in a non-equilibrium geometry.

Cartesian coordinates (Å):
O 0.562 0.324 -8.014
C 0.363 1.628 -8.599
C 0.119 1.036 -9.983
H 1.252 2.256 -8.502
H -0.486 2.149 -8.150
C 0.337 -0.334 -9.309
H 0.857 1.293 -10.738
H -0.878 1.190 -10.387
C 1.574 -1.080 -9.747
H 2.440 -0.420 -9.755
H 1.444 -1.490 -10.749
H 1.783 -1.905 -9.067
C -0.881 -1.224 -9.246
H -1.751 -0.665 -8.907
H -0.715 -2.047 -8.551
H -1.103 -1.646 -10.227
Yb 0.000 0.000 0.000
C -1.958 -0.491 1.246
C -1.660 0.872 1.420
C -1.836 1.510 0.169
H -1.326 1.346 2.325
C -2.246 0.540 -0.762
C -2.303 -0.703 -0.110
H -2.558 -1.648 -0.560
H -1.918 -1.243 2.013
H -1.641 2.546 -0.033
H -2.434 0.713 -1.808
C 1.106 -1.439 1.549
C 0.336 -2.237 0.670
C 0.865 -2.103 -0.628
H -0.510 -2.844 0.940
C 1.984 -1.239 -0.541
C 2.133 -0.845 0.797
H 2.850 -0.135 1.164
H 0.935 -1.302 2.603
H 0.507 -2.605 -1.510
H 2.583 -0.888 -1.363
O 0.325 0.599 -2.142
C -0.046 -0.281 -3.225
C -0.358 0.622 -4.401
H -0.887 -0.888 -2.900
H 0.798 -0.941 -3.434
C 0.567 1.806 -4.147
H -1.400 0.942 -4.369
H -0.185 0.130 -5.355
C 0.498 1.953 -2.644
H 0.256 2.713 -4.660
H 1.583 1.570 -4.463
H -0.361 2.545 -2.328
H 1.384 2.362 -2.175
I 1.455 2.442 0.927

Forces on atoms 1 to 3 (eV/Å):
O -0.1 0.0 -0.1
C 0.1 0.0 0.1
C 0.0 0.0 -0.1

Computed properties:
- energy relative to the best compared isomer or geometry (same formula, charge and spin) (kJ/mol) = 0.0
- HOMO-LUMO gap (spin up / spin down) (eV) = 8.00 / 8.01
- 2S+1 = 2
- total charge = 0
- F_max (Eh/bohr) = 0.066
- LUMO energy (spin up / spin down) (eV) = 0.3 / 0.3
- <S²> = 0.7511



Density functional theory data (wB97M-V/def2-TZVPD) for a cluster of 2 separate species, C6H13NO in total in a non-equilibrium geometry.

Cartesian coordinates (Å):
C 1.972 0.302 -0.935
C 0.777 0.544 0.063
C -0.043 -0.725 0.243
C -1.342 -0.655 -0.582
C -1.544 -1.377 -1.671
C -3.256 -0.038 0.723
N -2.461 0.127 -0.251
H 1.799 -0.696 -1.460
H 2.196 1.101 -1.570
H 2.924 0.362 -0.387
H 1.171 0.932 0.973
H 0.115 1.339 -0.487
H 0.607 -1.494 -0.251
H -0.399 -1.070 1.263
H -2.525 -1.390 -2.193
H -0.698 -1.893 -2.095
H -4.202 0.516 0.758
H -3.239 -0.798 1.490
H 2.186 1.222 2.475
H 2.977 2.141 1.609
O 2.986 1.548 2.285

Forces on atoms 1 to 3 (eV/Å):
C -0.2 -1.6 1.7
C -0.7 1.5 -2.5
C -0.9 -1.1 -0.5

Computed properties:
- energy relative to the best compared isomer or geometry (same formula, charge and spin) (kJ/mol) = 285.2
- HOMO-LUMO gap (spin up / spin down) (eV) = 2.79 / 6.40
- 2S+1 = 2
- total charge = -1
- F_max (Eh/bohr) = 0.116
- LUMO energy (spin up / spin down) (eV) = 3.5 / 3.5
- <S²> = 0.7537



Density functional theory data (wB97M-V/def2-TZVPD) for a structure of composition C42H47N11RuS2.

Cartesian coordinates (Å):
Ru -0.543 -0.081 0.198
N 4.231 -0.472 0.050
C 2.924 -0.144 0.266
S 1.870 0.062 -1.050
N 2.571 -0.023 1.520
N 1.245 0.249 1.682
C 0.956 0.681 2.860
C 1.948 0.919 3.940
C 2.070 2.201 4.467
C 2.970 2.459 5.492
C 3.740 1.429 6.009
C 3.617 0.146 5.492
C 2.733 -0.108 4.456
C -0.450 0.998 3.127
C -0.916 1.132 4.433
C -2.226 1.511 4.647
C -3.016 1.795 3.544
C -2.485 1.608 2.284
N -1.241 1.174 2.057
H 4.609 -0.289 -0.863
H 4.852 -0.355 0.836
H 1.460 3.007 4.075
H 3.063 3.462 5.886
H 4.439 1.624 6.813
H 4.217 -0.660 5.892
H 2.661 -1.102 4.037
H -0.249 0.935 5.259
H -2.614 1.605 5.652
H -4.031 2.150 3.646
H -3.088 1.836 1.420
C 1.085 1.739 -3.919
N 0.900 2.712 -2.872
C 1.136 4.087 -3.276
C 0.274 2.412 -1.698
N -0.636 1.456 -1.547
C -1.552 1.260 -2.610
C -2.042 2.369 -3.272
C -3.062 2.293 -4.230
C -3.658 1.095 -4.484
C -3.235 -0.067 -3.800
C -3.953 -1.272 -4.020
C -3.639 -2.402 -3.333
C -2.542 -2.387 -2.452
C -1.773 -1.270 -2.267
N -0.587 -1.429 -1.475
C 0.249 -2.336 -1.993
N 1.127 -3.064 -1.275
C 0.944 -3.397 0.114
C 2.454 -3.364 -1.792
N 0.280 -2.658 -3.325
C -0.017 -1.761 -4.419
C 0.354 -4.051 -3.736
C -2.144 -0.025 -2.886
N 0.694 3.139 -0.637
C 2.088 3.501 -0.448
C -0.181 3.502 0.454
H 0.280 1.763 -4.661
H 1.152 0.755 -3.472
H 2.033 1.945 -4.419
H 0.527 4.319 -4.156
H 2.185 4.245 -3.534
H 0.863 4.772 -2.479
H -1.655 3.345 -3.003
H -3.397 3.195 -4.727
H -4.477 1.016 -5.187
H -4.775 -1.259 -4.724
H -4.208 -3.313 -3.470
H -2.261 -3.293 -1.925
H -0.114 -3.433 0.349
H 1.442 -2.677 0.764
H 1.376 -4.385 0.290
H 2.628 -2.828 -2.720
H 2.581 -4.437 -1.960
H 3.193 -3.032 -1.060
H 0.061 -0.734 -4.100
H -1.022 -1.927 -4.821
H 0.711 -1.936 -5.215
H 0.358 -4.704 -2.869
H 1.251 -4.245 -4.330
H -0.521 -4.288 -4.348
H 2.696 3.043 -1.222
H 2.420 3.121 0.522
H 2.227 4.585 -0.465
H -0.165 4.588 0.583
H 0.145 3.037 1.385
H -1.195 3.179 0.235
S -2.496 -3.275 2.705
C -0.887 -3.155 3.270
C -0.158 -2.225 2.594
C -0.891 -1.567 1.552
C -2.175 -2.053 1.528
C -3.154 -1.355 0.747
C -4.514 -1.659 0.687
C -5.369 -0.804 0.030
C -4.859 0.365 -0.530
C -3.504 0.589 -0.458
N -2.649 -0.265 0.124
H -0.552 -3.796 4.071
H 0.883 -2.043 2.819
H -4.879 -2.555 1.171
H -6.427 -1.025 -0.029
H -5.495 1.089 -1.020
H -3.073 1.489 -0.867

Forces on atoms 1 to 3 (eV/Å):
Ru -0.4 0.3 0.0
N -0.1 0.1 0.0
C 0.2 -0.1 0.1

Computed properties:
- energy relative to the best compared isomer or geometry (same formula, charge and spin) (kJ/mol) = 0.0
- HOMO-LUMO gap (spin up / spin down) (eV) = 7.31 / 6.87
- 2S+1 = 2
- total charge = +1
- F_max (Eh/bohr) = 0.010
- LUMO energy (spin up / spin down) (eV) = -2.4 / -2.8
- <S²> = 0.7577



Density functional theory data (wB97M-V/def2-TZVPD) for the molecule C2H4N4 in a non-equilibrium geometry.

Cartesian coordinates (Å):
C -1.345 0.150 0.055
N -0.530 1.355 0.220
N 0.695 1.270 0.411
C 1.422 0.061 0.357
N 1.180 -0.848 -0.548
N 0.922 -1.572 -1.385
H -0.940 -0.704 0.614
H -1.445 -0.128 -1.002
H -2.340 0.397 0.430
H 2.382 0.018 0.850

Forces on atoms 1 to 3 (eV/Å):
C -0.1 -0.1 0.0
N 0.3 -0.1 0.1
N -0.3 0.0 -0.1

Computed properties:
- energy relative to the best compared isomer or geometry (same formula, charge and spin) (kJ/mol) = 366.1
- HOMO-LUMO gap (eV) = 8.79
- total charge = 0
- F_max (Eh/bohr) = 0.025
- LUMO energy (eV) = 0.2



Density functional theory data (wB97M-V/def2-TZVPD) for the molecule HN5 in a non-equilibrium geometry.

Cartesian coordinates (Å):
N 1.155 0.258 -1.323
N 0.821 -0.712 -0.801
N -0.285 1.283 0.123
N 0.050 -1.031 0.106
N -0.544 0.224 0.572
H -1.197 -0.022 1.324

Forces on atoms 1 to 3 (eV/Å):
N 0.1 0.7 -0.2
N 0.2 1.1 -0.4
N 0.2 0.1 -0.3

Computed properties:
- energy relative to the best compared isomer or geometry (same formula, charge and spin) (kJ/mol) = 226.0
- HOMO-LUMO gap (eV) = 10.07
- total charge = 0
- F_max (Eh/bohr) = 0.063
- LUMO energy (eV) = -0.1



Density functional theory data (wB97M-V/def2-TZVPD) for a structure of composition C36H36ClN3O10STi in a non-equilibrium geometry.

Cartesian coordinates (Å):
Ti -0.259 0.027 -0.068
C -3.975 1.219 -1.094
C -4.013 -0.314 -1.155
C -5.172 -0.879 -0.699
C -5.277 -2.240 -0.464
C -4.183 -3.051 -0.729
C -3.005 -2.530 -1.236
C -1.839 -3.461 -1.538
C -2.859 -1.129 -1.391
N -1.576 -0.494 -1.618
C -1.494 0.243 -2.781
O -1.905 -0.053 -3.883
C -0.957 1.621 -2.479
C -0.928 2.652 -3.379
C -0.767 3.950 -2.798
C -0.745 4.107 -1.417
C -0.742 3.006 -0.622
N -0.816 1.806 -1.178
C -0.748 2.952 0.863
O -1.049 3.932 1.498
N -0.602 1.636 1.329
C -0.523 1.491 2.767
C 0.617 1.946 3.406
C 1.614 2.776 2.688
C 0.700 1.737 4.752
C -0.271 0.991 5.442
C -1.433 0.649 4.772
C -1.601 0.939 3.420
C -2.953 0.724 2.805
H -4.900 1.587 -0.608
H -3.763 1.678 -2.039
H -3.147 1.593 -0.468
H -6.031 -0.231 -0.498
H -6.166 -2.664 -0.060
H -4.169 -4.122 -0.477
H -2.161 -4.462 -1.231
H -0.933 -3.117 -1.022
H -1.583 -3.431 -2.577
H -0.936 2.424 -4.443
H -0.734 4.801 -3.476
H -0.679 5.097 -0.989
H 2.456 2.961 3.339
H 1.792 2.348 1.751
H 1.179 3.756 2.436
H 1.657 1.968 5.238
H -0.142 0.692 6.480
H -2.278 0.162 5.274
H -3.728 0.711 3.557
H -2.968 -0.187 2.265
H -3.194 1.553 2.128
O 3.292 0.116 2.773
C 2.214 -0.498 2.334
O 1.500 -0.034 1.486
C 1.982 -1.752 3.175
O 1.001 -2.626 2.658
C -0.335 -2.406 3.031
C -1.183 -2.319 1.784
O -1.953 -3.175 1.455
O -1.063 -1.169 1.116
H 3.457 0.991 2.412
H 1.704 -1.329 4.154
H 2.936 -2.302 3.168
H -0.518 -1.522 3.638
H -0.744 -3.289 3.594
C 2.467 -3.566 -0.710
S 2.028 -1.963 -1.346
C 1.480 -2.366 -2.967
O 0.763 -1.734 -0.483
H 3.380 -3.894 -1.179
H 1.594 -4.214 -0.899
H 2.589 -3.478 0.379
H 2.386 -2.620 -3.507
H 1.081 -1.474 -3.367
H 0.671 -3.140 -2.947
Cl 6.625 0.424 -5.304
C 5.331 0.629 -4.135
C 5.721 0.731 -2.784
C 4.732 0.987 -1.844
C 3.386 0.992 -2.219
C 3.017 0.779 -3.516
C 3.984 0.647 -4.513
C 2.393 1.305 -1.108
O 2.667 2.110 -0.251
O 1.311 0.575 -1.196
H 6.756 0.660 -2.520
H 4.919 1.128 -0.827
H 1.952 0.864 -3.781
H 3.665 0.564 -5.548

Forces on atoms 1 to 3 (eV/Å):
Ti -0.3 0.2 0.3
C 0.4 -0.5 0.9
C 1.7 1.0 0.4

Computed properties:
- energy relative to the best compared isomer or geometry (same formula, charge and spin) (kJ/mol) = 124.1
- HOMO-LUMO gap (eV) = 7.31
- total charge = 0
- F_max (Eh/bohr) = 0.045
- LUMO energy (eV) = -0.8



Density functional theory data (wB97M-V/def2-TZVPD) for a structure of composition C39H41AgBNO2P2S3.

Cartesian coordinates (Å):
Ag 1.122 -0.985 0.232
C -0.210 1.771 -1.948
N -0.209 2.285 -0.577
C 1.085 2.695 -0.058
P 1.737 1.368 1.085
C 3.218 2.241 1.769
C 3.996 3.085 0.976
C 5.170 3.657 1.461
C 5.593 3.383 2.751
C 4.838 2.531 3.547
C 3.666 1.968 3.061
C 0.607 1.558 2.530
C 0.363 0.418 3.302
C -0.464 0.490 4.415
C -1.080 1.689 4.756
C -0.850 2.825 3.990
C 0.002 2.756 2.893
C -1.366 2.956 -0.129
C -1.417 4.335 0.056
C -2.576 4.940 0.529
C -3.704 4.178 0.804
C -3.658 2.801 0.612
C -2.498 2.193 0.162
P 0.598 0.079 -2.072
C 1.890 0.369 -3.358
C 3.161 -0.127 -3.075
C 4.207 0.078 -3.977
C 3.990 0.776 -5.153
C 2.720 1.268 -5.448
C 1.680 1.055 -4.555
C -0.655 -0.854 -3.027
C -1.982 -0.843 -2.604
C -2.939 -1.621 -3.239
C -2.576 -2.450 -4.294
C -1.249 -2.500 -4.698
C -0.296 -1.708 -4.070
H 0.317 2.471 -2.611
H -1.242 1.704 -2.290
H 1.038 3.666 0.438
H 1.792 2.792 -0.888
H 3.701 3.302 -0.043
H 5.755 4.308 0.822
H 6.511 3.816 3.131
H 5.165 2.292 4.552
H 3.093 1.299 3.696
H 0.781 -0.536 2.998
H -0.652 -0.407 4.992
H -1.748 1.736 5.609
H -1.335 3.762 4.238
H 0.180 3.657 2.314
H -0.543 4.937 -0.162
H -2.596 6.013 0.678
H -4.606 4.650 1.175
H -4.521 2.190 0.849
H -2.419 1.113 0.079
H 3.310 -0.708 -2.167
H 5.187 -0.325 -3.753
H 4.804 0.933 -5.851
H 2.543 1.804 -6.373
H 0.686 1.419 -4.797
H -2.264 -0.263 -1.732
H -3.962 -1.607 -2.881
H -3.319 -3.072 -4.779
H -0.946 -3.169 -5.494
H 0.741 -1.780 -4.375
S 3.603 -5.161 0.336
C 3.012 -3.572 0.077
S 1.990 -3.198 -1.293
S 3.276 -2.298 1.243
C -1.591 -4.982 2.458
C -2.004 -3.611 1.953
C -3.106 -3.038 2.835
O -0.870 -2.738 2.061
B -0.742 -1.949 0.905
O -1.805 -2.287 0.034
C -2.337 -3.562 0.432
C -3.821 -3.594 0.110
C -1.597 -4.616 -0.383
H -1.411 -4.937 3.535
H -0.671 -5.308 1.976
H -2.377 -5.723 2.272
H -2.706 -2.929 3.846
H -3.984 -3.689 2.873
H -3.409 -2.050 2.484
H -4.341 -2.734 0.533
H -4.288 -4.510 0.488
H -3.948 -3.571 -0.975
H -0.520 -4.569 -0.211
H -1.754 -4.403 -1.444
H -1.962 -5.625 -0.168

Forces on atoms 1 to 3 (eV/Å):
Ag -0.2 -0.3 0.1
C -0.1 -0.1 0.2
N 0.1 0.2 -0.1

Computed properties:
- HOMO-LUMO gap (eV) = 3.89
- total charge = -2
- F_max (Eh/bohr) = 0.011
- LUMO energy (eV) = 4.0



What did we get for calculated total energy? Answer: -61404.34647 -23300.13841 -63883.18283 -9966.57349 -84956.06052 -8095.51960 -7461.90130 -109339.07580 -102455.37645 eV, in the order shown.